[1]
This record from the Open Molecules 2025 dataset describes a cluster of 2 separate species, ClHNO2S in total at a distorted geometry. The level of theory is wB97M-V/def2-TZVPD.

Geometry as ORCA input:
```
! wB97M-V def2-TZVPD RIJCOSX def2/J DEFGRID3
* xyz -1 1
N -1.29 1.41 -0.50
O 0.98 0.23 1.13
O 1.21 -1.05 -0.89
S 0.25 -0.53 0.06
Cl -0.47 -2.21 1.20
H -0.68 2.14 -1.01
*
```

Results
Relative energy (zero: lowest compared OMol25 entry of this formula, charge and spin) ... 361.8 kJ/mol
LUMO energy (spin up / spin down) ... 0.102 / 0.106 Eh
Orbital gap (spin up / spin down) ... 7.269 / 7.216 eV

Population analysis type Mulliken, resulting atomic charges in e: N -0.3122; O -0.5422; O -0.5093; S 0.5825; Cl -0.3953; H 0.1766

[2]
This record from the Open Molecules 2025 dataset describes a cluster of 4 separate species, C14H38N2O6 in total at a distorted geometry. The level of theory is wB97M-V/def2-TZVPD.

Geometry as ORCA input:
```
! wB97M-V def2-TZVPD RIJCOSX def2/J DEFGRID3
* xyz 0 1
C 7.07 -1.83 0.78
O 6.18 -0.78 1.09
C 4.89 -1.17 1.40
C 3.96 0.01 1.73
N 4.01 0.97 0.63
C 3.31 2.22 0.93
C 3.74 3.18 -0.21
O 5.10 3.33 -0.59
C 5.95 3.80 0.43
H 7.94 -1.31 0.38
H 6.68 -2.59 0.09
H 7.30 -2.43 1.67
H 4.96 -1.76 2.33
H 4.41 -1.82 0.65
H 4.26 0.48 2.68
H 2.94 -0.36 1.85
H 4.99 1.20 0.50
H 3.52 2.62 1.93
H 2.24 2.04 0.85
H 3.38 4.18 0.05
H 3.36 2.87 -1.18
H 6.89 4.20 0.06
H 6.09 3.04 1.21
H 5.51 4.63 1.00
C -6.34 -2.07 3.87
O -5.23 -1.92 2.97
C -5.56 -1.86 1.60
C -4.44 -1.08 0.89
N -3.80 -1.70 -0.25
C -4.70 -1.74 -1.39
C -3.93 -2.22 -2.60
O -3.50 -3.56 -2.40
C -2.91 -4.09 -3.58
H -7.11 -2.73 3.45
H -6.68 -1.04 4.00
H -5.96 -2.49 4.79
H -6.53 -1.39 1.38
H -5.57 -2.90 1.26
H -3.72 -0.84 1.67
H -4.77 -0.08 0.60
H -3.31 -2.58 -0.12
H -4.98 -0.71 -1.62
H -5.55 -2.40 -1.20
H -3.10 -1.54 -2.81
H -4.66 -2.25 -3.42
H -2.12 -3.43 -3.95
H -3.64 -4.28 -4.36
H -2.40 -5.01 -3.29
O -0.58 4.52 1.02
H -0.91 3.78 1.54
H -0.54 4.19 0.11
C -1.40 1.38 -2.26
C 0.01 1.79 -1.79
O -0.11 3.19 -1.48
H -1.40 0.29 -2.36
H -1.70 1.83 -3.21
H -2.09 1.66 -1.47
H 0.69 1.73 -2.65
H 0.35 1.19 -0.96
H -0.49 3.65 -2.23
*
```

Results
Relative energy (zero: lowest compared OMol25 entry of this formula, charge and spin) ... 30.7 kJ/mol
SMILES ... COCCNCCOC.COCCNCCOC.CCO.O
LUMO energy ... 0.023 Eh
Orbital gap ... 9.328 eV

Population analysis type Mulliken, resulting atomic charges in e: C -0.7319; O -0.2816; C -0.5799; C -0.6681; N -0.2487; C -0.7092; C -0.3322; O -0.4475; C -0.6703; H 0.2310; H 0.3137; H 0.2747; H 0.4009; H 0.3711; H 0.3584; H 0.3017; H 0.2540; H 0.3574; H 0.3922; H 0.4760; H 0.1467; H 0.2900; H 0.2012; H 0.3007; C -0.7146; O -0.3476; C -0.2993; C -0.8785; N -0.2418; C -0.5974; C -0.3438; O -0.3139; C -0.7474; H 0.3087; H 0.2946; H 0.2289; H 0.3590; H 0.2818; H 0.4662; H 0.2777; H 0.2616; H 0.3859; H 0.3139; H 0.1298; H 0.3706; H 0.3090; H 0.2836; H 0.2491; O -0.6392; H 0.2872; H 0.4136; C -1.1202; C -0.1893; O -0.5494; H 0.2396; H 0.4092; H 0.3265; H 0.2298; H 0.3114; H 0.2444

[3]
This record from the Open Molecules 2025 dataset describes a structure of composition C30H21N5OPReS3. The level of theory is wB97M-V/def2-TZVPD.

Geometry as ORCA input:
```
! wB97M-V def2-TZVPD RIJCOSX def2/J DEFGRID3
* xyz 0 3
Re 0.00 -0.01 1.83
S -1.81 -1.49 1.86
C -3.20 -0.50 1.46
C -4.39 -1.10 1.07
C -5.48 -0.32 0.70
C -6.68 -0.96 0.23
N -7.62 -1.48 -0.17
C -5.39 1.08 0.77
C -4.22 1.67 1.20
C -3.11 0.90 1.54
S -1.61 1.68 1.99
C -6.48 1.91 0.34
N -7.33 2.58 -0.04
H -4.46 -2.17 1.01
H -4.15 2.75 1.24
N 1.21 1.46 -1.02
P 0.06 0.34 -0.44
C 0.42 -1.17 -1.40
C 0.60 -1.05 -2.78
C 0.88 -2.17 -3.54
C 0.98 -3.41 -2.94
C 0.81 -3.53 -1.57
C 0.53 -2.41 -0.80
C -1.44 0.99 -1.23
C -2.40 0.09 -1.68
C -3.59 0.55 -2.21
C -3.83 1.91 -2.30
C -2.88 2.82 -1.85
C -1.69 2.36 -1.30
C 2.56 1.31 -0.78
C 3.46 2.33 -1.12
C 4.80 2.13 -0.85
C 5.20 0.93 -0.26
C 4.23 -0.01 0.02
N 2.94 0.17 -0.23
H 0.89 2.26 -1.54
H 0.51 -0.08 -3.25
H 1.01 -2.07 -4.61
H 1.20 -4.29 -3.53
H 0.89 -4.50 -1.09
H 0.40 -2.51 0.27
H -2.21 -0.97 -1.61
H -4.34 -0.16 -2.55
H -4.77 2.27 -2.71
H -3.08 3.88 -1.90
H -0.99 3.08 -0.90
H 3.11 3.25 -1.57
H 5.52 2.89 -1.09
H 6.24 0.73 -0.04
H 4.50 -0.96 0.48
O 1.26 -1.51 2.43
N 2.51 -1.18 2.83
C 3.34 -2.23 3.06
C 4.61 -2.01 3.50
C 5.04 -0.69 3.71
C 4.17 0.34 3.47
C 2.87 0.10 3.01
S 1.74 1.36 2.64
H 2.89 -3.19 2.87
H 5.26 -2.85 3.67
H 6.04 -0.49 4.06
H 4.47 1.37 3.61
*
```

Results
LUMO energy (spin up / spin down) ... -0.008 / -0.034 Eh
Orbital gap (spin up / spin down) ... 6.748 / 6.670 eV

Population analysis type Mulliken, resulting atomic charges in e: Re 0.9901; S -0.4051; C 0.4590; C -0.9770; C 0.6311; C -0.1988; N -0.5381; C 0.6363; C -0.8458; C 0.6225; S -0.3208; C -0.1420; N -0.5417; H 0.5092; H 0.4938; N 0.1253; P 1.0064; C 0.4363; C -0.4656; C -0.8204; C -0.4666; C -0.8142; C -0.0988; C 0.2481; C -0.5015; C -0.8734; C -0.4332; C -1.1032; C -0.3039; C 0.4422; C -0.8862; C -0.4155; C -0.7898; C -0.4547; N 0.0550; H 0.2867; H 0.4159; H 0.4092; H 0.3922; H 0.4349; H 0.2295; H 0.4111; H 0.4644; H 0.4548; H 0.4125; H 0.2591; H 0.4320; H 0.4231; H 0.4385; H 0.4670; O -0.5696; N 0.3936; C -0.2430; C -0.7632; C -0.1778; C -0.8569; C 0.7756; S -0.4877; H 0.4599; H 0.4162; H 0.4089; H 0.4543

[4]
This record from the Open Molecules 2025 dataset describes a cluster of 2 separate species, C27H26N2O2 in total at a distorted geometry. The level of theory is wB97M-V/def2-TZVPD.

Geometry as ORCA input:
```
! wB97M-V def2-TZVPD RIJCOSX def2/J DEFGRID3
* xyz 0 1
C -0.47 6.25 4.05
O -0.27 4.93 4.61
C -0.37 3.84 3.81
C 0.02 2.60 4.37
C 0.06 1.46 3.58
C -0.44 1.48 2.25
C -0.43 0.30 1.40
C 0.57 -0.68 1.55
C 0.63 -1.89 0.87
C 1.69 -2.86 0.98
C 1.64 -4.06 0.20
C 2.64 -5.02 0.29
C 3.73 -4.82 1.15
C 3.81 -3.65 1.92
C 2.81 -2.68 1.84
C -1.51 0.14 0.42
C -2.84 0.44 0.81
C -3.90 0.16 -0.01
C -3.68 -0.30 -1.33
O -4.79 -0.52 -2.09
C -4.65 -0.86 -3.49
C -2.35 -0.52 -1.78
C -1.31 -0.35 -0.88
C -0.91 2.72 1.74
C -0.81 3.90 2.46
H -0.34 6.92 4.90
H 0.29 6.48 3.28
H -1.48 6.37 3.63
H 0.31 2.58 5.41
H 0.43 0.53 4.00
H 1.34 -0.48 2.30
H -0.21 -2.17 0.24
H 0.79 -4.20 -0.48
H 2.58 -5.93 -0.31
H 4.52 -5.58 1.22
H 4.65 -3.50 2.60
H 2.87 -1.77 2.44
H -3.02 0.85 1.80
H -4.94 0.31 0.31
H -5.68 -0.92 -3.84
H -4.11 -0.08 -4.04
H -4.15 -1.83 -3.61
H -2.16 -0.84 -2.80
H -0.29 -0.56 -1.20
H -1.34 2.75 0.74
H -1.08 4.85 2.01
C 2.30 -0.47 -5.96
C 2.11 -0.32 -4.51
C 1.17 -1.01 -3.67
N 1.32 -0.55 -2.41
C 2.31 0.40 -2.45
N 2.81 0.55 -3.72
H 1.69 -1.30 -6.33
H 2.00 0.44 -6.50
H 3.35 -0.69 -6.20
H 0.46 -1.76 -4.01
H 2.63 0.95 -1.57
*
```

Results
Relative energy (zero: lowest compared OMol25 entry of this formula, charge and spin) ... 168.8 kJ/mol
LUMO energy ... -0.091 Eh
Orbital gap ... 2.949 eV

Population analysis type Mulliken, resulting atomic charges in e: C -0.8000; O -0.4420; C 0.9170; C -0.8690; C -0.4368; C -0.1355; C 0.2417; C -0.4865; C -0.0797; C 0.5587; C -0.3563; C -0.6211; C -0.3502; C -0.6828; C -0.3328; C -0.2051; C -0.0908; C -0.9863; C 0.9510; O -0.4636; C -0.7981; C -0.7667; C -0.0491; C -0.3061; C -0.6736; H 0.2450; H 0.3544; H 0.3201; H 0.4188; H 0.4574; H 0.3516; H 0.5747; H 0.3449; H 0.3624; H 0.3722; H 0.3662; H 0.3167; H 0.5111; H 0.4241; H 0.2479; H 0.3477; H 0.3321; H 0.4780; H 0.6714; H 0.4875; H 0.3576; C -1.0264; C 0.5872; C -0.6285; N -0.2878; C -0.4242; N -0.7845; H 0.2648; H 0.2255; H 0.2532; H 0.3489; H 0.3938

[5]
This record from the Open Molecules 2025 dataset describes the molecule C4H6N2O at a distorted geometry. The level of theory is wB97M-V/def2-TZVPD.

Geometry as ORCA input:
```
! wB97M-V def2-TZVPD RIJCOSX def2/J DEFGRID3
* xyz 0 1
C 1.55 -0.55 0.00
C -0.85 -0.93 0.16
C -2.14 -0.35 0.14
C -0.39 1.17 -0.09
H 2.39 -0.02 -0.64
H 1.92 -0.46 1.03
H 1.70 -1.56 -0.06
H -0.71 -1.95 -0.15
H -3.19 -0.95 -0.03
H 1.16 2.37 0.07
N 0.19 -0.12 -0.38
N 0.19 2.36 0.14
O -1.82 0.98 -0.19
*
```

Results
Relative energy (zero: lowest compared OMol25 entry of this formula, charge and spin) ... 388.6 kJ/mol
SMILES ... [H]/N=c1/occn1C
LUMO energy ... 0.027 Eh
Orbital gap ... 9.061 eV

Population analysis type Mulliken, resulting atomic charges in e: C -0.9189; C -0.4148; C -0.0655; C 0.4997; H 0.2806; H 0.3461; H 0.4024; H 0.2536; H 0.2934; H 0.2453; N 0.0942; N -0.6579; O -0.3582

[6]
This record from the Open Molecules 2025 dataset describes a structure of composition C22H22Cl5FeN4S2Si2. The level of theory is wB97M-V/def2-TZVPD.

Geometry as ORCA input:
```
! wB97M-V def2-TZVPD RIJCOSX def2/J DEFGRID3
* xyz -2 6
Fe 0.07 0.45 -0.73
C -0.53 2.30 3.69
Si 0.70 1.46 2.54
C 2.04 0.64 3.57
C 1.52 2.83 1.59
N -0.08 0.32 1.49
C -0.79 -0.71 1.90
C -0.99 -1.07 3.28
C -1.74 -2.13 3.67
C -2.37 -2.95 2.69
C -2.22 -2.68 1.37
C -1.43 -1.58 0.88
N -1.25 -1.29 -0.40
Si -1.81 -2.09 -1.85
C -2.89 -3.63 -1.65
C -0.34 -2.73 -2.79
C -2.87 -0.90 -2.80
H -0.01 3.07 4.27
H -1.00 1.61 4.40
H -1.31 2.78 3.11
H 2.61 1.40 4.10
H 2.73 0.10 2.91
H 1.65 -0.07 4.30
H 1.60 3.71 2.22
H 0.94 3.10 0.70
H 2.52 2.54 1.26
H -0.52 -0.46 4.03
H -1.86 -2.36 4.72
H -2.97 -3.80 3.00
H -2.70 -3.32 0.65
H -2.40 -4.44 -1.11
H -3.11 -3.99 -2.66
H -3.85 -3.42 -1.16
H 0.08 -3.61 -2.28
H 0.44 -1.98 -2.88
H -0.63 -3.03 -3.80
H -3.77 -0.67 -2.23
H -3.17 -1.34 -3.76
H -2.33 0.03 -3.00
S 0.14 0.75 -3.26
C -0.92 2.11 -3.46
C -1.15 2.55 -4.82
N -1.34 2.88 -5.91
C -1.55 2.77 -2.44
S -1.38 2.37 -0.76
C -2.43 3.87 -2.75
N -3.13 4.76 -2.96
Cl 2.28 3.12 -1.65
C 3.05 1.65 -1.10
C 2.25 0.58 -0.72
C 2.95 -0.54 -0.28
Cl 2.04 -1.97 0.18
C 4.34 -0.60 -0.18
Cl 5.14 -2.03 0.42
C 5.09 0.50 -0.56
Cl 6.82 0.46 -0.44
C 4.44 1.64 -1.03
Cl 5.38 3.02 -1.49
*
```

Results
Relative energy (zero: lowest compared OMol25 entry of this formula, charge and spin) ... 0.0 kJ/mol
LUMO energy (spin up / spin down) ... 0.148 / 0.142 Eh
Orbital gap (spin up / spin down) ... 5.469 / 5.519 eV

Population analysis type Mulliken, resulting atomic charges in e: Fe 0.1283; C -1.1542; Si -0.0718; C -1.0093; C -0.6862; N 0.5357; C 0.5734; C -0.5365; C -0.9603; C -0.8153; C -0.6303; C 0.6964; N 0.4981; Si -0.1455; C -1.2895; C -0.7867; C -0.4953; H 0.3609; H 0.3338; H 0.2825; H 0.3581; H 0.2265; H 0.3409; H 0.4155; H 0.0480; H 0.1751; H 0.1050; H 0.3697; H 0.3755; H 0.1496; H 0.3206; H 0.3039; H 0.3271; H 0.2877; H 0.1905; H 0.3042; H 0.2505; H 0.3373; H -0.1125; S -0.4302; C 0.2718; C -0.1395; N -0.6400; C 0.7582; S -0.4730; C -0.1894; N -0.6322; Cl -0.1276; C 1.0363; C -1.9639; C 1.6296; Cl -0.1956; C -0.2988; Cl -0.2317; C 0.4876; Cl -0.2412; C 0.0097; Cl -0.2314